Record 1
Below is a structure of composition C19H10FN7O5SSbSe4V, with properties calculated with ωB97M-V/def2-TZVPD.

Positions of all 49 atoms, in Å:
1 V -0.03 0.47 0.46
2 S 7.22 -1.20 -1.01
3 N 6.40 0.17 -1.22
4 C 5.17 -0.05 -0.80
5 C 4.09 0.92 -0.81
6 C 4.22 2.24 -1.27
7 C 3.13 3.07 -1.24
8 C 1.92 2.58 -0.73
9 N 1.78 1.33 -0.29
10 C 2.85 0.51 -0.33
11 C 2.65 -0.85 0.17
12 N 1.42 -1.14 0.63
13 C 1.17 -2.35 1.10
14 C 2.14 -3.35 1.16
15 C 3.41 -3.06 0.70
16 C 3.68 -1.79 0.20
17 C 4.97 -1.37 -0.31
18 N 6.06 -2.12 -0.37
19 H 5.18 2.57 -1.65
20 H 3.16 4.09 -1.59
21 H 1.04 3.21 -0.71
22 H 0.15 -2.52 1.45
23 H 1.89 -4.32 1.56
24 H 4.20 -3.80 0.72
25 Se -4.09 4.12 -2.14
26 Sb -1.92 4.42 -1.16
27 Se -2.87 5.86 0.61
28 Se 0.04 5.22 -2.29
29 Se -1.58 2.21 0.07
30 F -6.39 0.87 1.47
31 C -5.74 -0.15 0.91
32 C -4.79 0.05 0.00
33 N -4.14 -1.02 -0.61
34 C -2.97 -0.78 -1.43
35 C -1.69 -0.83 -0.64
36 O -0.60 -0.59 -1.26
37 O -1.70 -0.90 0.62
38 C -4.36 -2.32 -0.21
39 O -3.72 -3.26 -0.64
40 N -5.39 -2.47 0.69
41 C -6.12 -1.48 1.35
42 O -6.96 -1.76 2.17
43 H -4.48 1.04 -0.31
44 H -3.03 0.23 -1.83
45 H -2.93 -1.49 -2.26
46 H -5.56 -3.42 0.99
47 O 1.62 1.30 4.38
48 C 1.05 1.08 3.37
49 N 0.47 0.85 2.36

Its multiplicity is 4. The calculation puts the HOMO energy (spin up / spin down) at -5.24 / -5.13 eV. The value obtained for the energy relative to the best compared isomer or geometry (same formula, charge and spin) is 0.0 kJ/mol. Its charge is -1. The LUMO energy (spin up / spin down) comes out at 0.480 / 0.482 eV.

Here are the natural (NBO) charges for atoms 1 to 2, given in e:
1 V 1.11
2 S 0.91

Record 2
Below is a structure of composition C19H11BrN2O6SSe2Te2Ti at a distorted geometry, with properties calculated with ωB97M-V/def2-TZVPD.

Positions of all 45 atoms, in Å:
1 Ti 0.16 -0.14 -0.10
2 O 1.63 2.93 2.40
3 C 1.00 2.25 1.60
4 O 0.93 0.96 1.54
5 C 0.24 2.90 0.47
6 C -0.06 4.24 0.32
7 C -0.65 4.65 -0.86
8 C -0.89 3.73 -1.87
9 C -0.58 2.40 -1.63
10 N -0.06 2.02 -0.47
11 C -0.75 1.23 -2.57
12 O -0.96 1.39 -3.75
13 O -0.59 0.11 -1.93
14 H 0.17 4.92 1.13
15 H -0.91 5.69 -1.01
16 H -1.32 4.00 -2.83
17 Se -1.01 -1.18 1.95
18 Te -1.54 -0.48 4.29
19 Te -3.29 1.99 1.99
20 Se -2.22 0.29 0.51
21 S -0.77 -2.37 -1.02
22 C -0.20 -3.93 -0.36
23 C -0.07 -4.97 -1.29
24 C 0.31 -6.25 -0.91
25 C 0.61 -6.53 0.42
26 C 0.50 -5.51 1.35
27 C 0.10 -4.23 0.97
28 H -0.30 -4.76 -2.33
29 H 0.39 -7.03 -1.66
30 H 0.91 -7.53 0.72
31 H 0.72 -5.70 2.40
32 H 0.01 -3.47 1.72
33 Br 7.76 -0.54 -0.79
34 C 6.21 -0.47 0.30
35 C 6.34 -0.37 1.67
36 N 5.29 -0.31 2.49
37 C 4.07 -0.37 1.95
38 C 3.87 -0.49 0.58
39 C 4.95 -0.52 -0.27
40 C 2.48 -0.57 0.06
41 O 2.08 0.19 -0.89
42 O 1.67 -1.40 0.57
43 H 7.32 -0.33 2.12
44 H 3.22 -0.31 2.62
45 H 4.81 -0.58 -1.34

The calculation puts the HOMO energy at -1.21 eV. The value obtained for the energy relative to the best compared isomer or geometry (same formula, charge and spin) is 155.0 kJ/mol. Its charge is -2. The LUMO energy comes out at 3.463 eV.

Here are the natural (NBO) charges for atoms 1 to 2, given in e:
1 Ti 0.95
2 O -0.64

Record 3
Below is a structure of composition C19H12BaN6OS2, with properties calculated with ωB97M-V/def2-TZVPD.

Positions of all 41 atoms, in Å:
1 Ba 0.88 -2.17 -0.90
2 C -0.97 1.33 -0.65
3 C 0.48 1.64 -0.46
4 C 0.86 2.69 0.42
5 C 2.18 2.94 0.61
6 C 3.15 2.17 -0.07
7 C 4.53 2.41 0.11
8 C 5.43 1.62 -0.57
9 C 4.99 0.61 -1.43
10 C 3.64 0.32 -1.65
11 S 3.19 -0.95 -2.74
12 C 2.70 1.14 -0.93
13 N 1.36 0.90 -1.09
14 H -1.56 2.25 -0.71
15 H -1.33 0.74 0.20
16 H -1.12 0.75 -1.56
17 H 0.09 3.25 0.93
18 H 2.51 3.72 1.29
19 H 4.85 3.19 0.79
20 H 6.49 1.78 -0.44
21 H 5.72 0.00 -1.95
22 N -6.94 0.66 -0.57
23 C -6.11 -0.12 -0.71
24 C -5.08 -1.11 -0.89
25 C -5.40 -2.47 -0.99
26 C -4.37 -3.36 -1.16
27 C -3.06 -2.90 -1.24
28 N -2.75 -1.60 -1.13
29 C -3.74 -0.73 -0.96
30 H -6.43 -2.79 -0.93
31 H -4.55 -4.42 -1.25
32 H -2.20 -3.59 -1.37
33 H -3.47 0.31 -0.87
34 S -0.23 -4.67 -1.38
35 O 0.30 -0.83 1.33
36 N -0.06 -0.27 2.40
37 C 0.73 -0.42 3.45
38 C 1.95 -1.17 3.40
39 N 2.93 -1.78 3.37
40 C 0.35 0.22 4.66
41 N 0.07 0.73 5.66

The calculation puts the HOMO energy at -0.51 eV. The value obtained for the energy relative to the best compared isomer or geometry (same formula, charge and spin) is 0.0 kJ/mol. Its charge is -2. The LUMO energy comes out at 4.348 eV.

Here are the Mulliken charges for atoms 1 to 2, given in e:
1 Ba 1.31
2 C -1.04

Record 4
Below is a structure of composition C19H12Cl3N3O3Pt at a distorted geometry, with properties calculated with ωB97M-V/def2-TZVPD.

Positions of all 41 atoms, in Å:
1 Pt -0.90 0.66 -0.43
2 O -1.36 -2.59 3.81
3 C -1.23 -3.45 2.78
4 C -1.23 -4.81 3.08
5 C -1.08 -5.75 2.08
6 C -0.94 -5.35 0.76
7 C -0.94 -4.01 0.45
8 C -1.09 -3.04 1.43
9 C -1.09 -1.62 1.06
10 O -0.98 -1.31 -0.22
11 N -1.23 -0.71 1.97
12 N -1.20 0.52 1.45
13 C -1.27 1.69 2.08
14 C -1.15 2.86 1.31
15 C -1.16 4.18 1.80
16 C -0.99 5.23 0.92
17 C -0.81 4.98 -0.44
18 C -0.80 3.68 -0.88
19 N -0.97 2.65 -0.05
20 H -1.35 -1.67 3.46
21 H -1.28 -5.10 4.13
22 H -1.05 -6.81 2.34
23 H -0.80 -6.10 -0.01
24 H -0.77 -3.69 -0.58
25 H -1.42 1.74 3.15
26 H -1.27 4.35 2.88
27 H -0.96 6.24 1.30
28 H -0.64 5.79 -1.14
29 H -0.64 3.42 -1.93
30 Cl 3.86 0.56 -5.92
31 C 3.15 0.60 -4.35
32 C 1.78 0.64 -4.23
33 C 1.24 0.71 -2.95
34 Cl -0.53 0.73 -2.82
35 C 1.94 0.82 -1.71
36 O 1.36 1.00 -0.59
37 C 3.36 0.68 -1.92
38 Cl 4.39 0.62 -0.54
39 C 3.93 0.56 -3.20
40 H 1.12 0.63 -5.09
41 H 5.00 0.46 -3.24

Its multiplicity is 3. The calculation puts the HOMO energy (spin up / spin down) at -6.59 / -8.14 eV. The LUMO energy (spin up / spin down) comes out at 0.018 / -2.522 eV.

Here are the natural (NBO) charges for atoms 1 to 2, given in e:
1 Pt 1.24
2 O -0.69

Record 5
Below is a structure of composition C19H13BrKN3O3SSe3Te at a distorted geometry, with properties calculated with ωB97M-V/def2-TZVPD.

Positions of all 45 atoms, in Å:
1 K 0.65 -0.77 1.06
2 Se 1.73 -1.77 5.63
3 Se 0.33 -3.42 4.95
4 Te -1.41 -2.24 3.53
5 Se -2.45 -4.30 2.82
6 Br -3.08 -0.88 -5.43
7 C -1.61 -0.97 -4.21
8 C -1.85 -1.05 -2.84
9 C -0.77 -1.10 -1.98
10 C 0.57 -1.05 -2.43
11 C 0.76 -0.98 -3.83
12 C -0.31 -0.94 -4.70
13 N 1.53 -1.07 -1.47
14 C 2.82 -1.01 -1.72
15 C 3.78 -1.02 -0.68
16 C 5.17 -0.99 -0.97
17 C 6.09 -0.99 0.05
18 C 5.63 -1.01 1.38
19 C 4.26 -1.05 1.58
20 N 3.35 -1.05 0.61
21 H -2.85 -1.08 -2.44
22 H -0.95 -1.16 -0.91
23 H 1.76 -0.95 -4.24
24 H -0.15 -0.88 -5.77
25 H 3.23 -0.96 -2.74
26 H 5.50 -0.97 -2.00
27 H 7.15 -0.97 -0.16
28 H 6.32 -1.01 2.21
29 H 3.86 -1.08 2.60
30 O -4.07 -0.67 0.47
31 S -3.34 0.00 1.51
32 O -3.74 -0.32 2.86
33 N -1.74 -0.07 1.25
34 C -1.26 1.17 1.08
35 O -0.09 1.45 0.86
36 C -2.28 2.27 1.19
37 C -2.04 3.63 1.15
38 C -3.12 4.49 1.35
39 C -4.39 3.98 1.57
40 C -4.62 2.61 1.59
41 C -3.55 1.77 1.39
42 H -1.04 3.98 0.97
43 H -2.95 5.56 1.34
44 H -5.22 4.66 1.76
45 H -5.61 2.21 1.77

The calculation puts the HOMO energy (spin up / spin down) at 0.53 / 0.56 eV. The value obtained for the energy relative to the best compared isomer or geometry (same formula, charge and spin) is 214.9 kJ/mol. Its charge is -2. The LUMO energy (spin up / spin down) comes out at 2.597 / 2.572 eV.

Here are the natural (NBO) charges for atoms 1 to 2, given in e:
1 K 0.88
2 Se -0.78